1.
The following is a quantum chemistry calculation of a structure of composition C26H60F18N3O22S6Zr, from the Open Molecules 2025 dataset.

```
136
Properties=species:S:1:pos:R:3:lowdin_charge:R:1
Zr 1.853 0.987 1.341 1.939
C -6.069 -4.629 -0.951 -0.672
F -6.970 -5.489 -1.340 0.179
F -6.632 -3.502 -0.579 0.127
F -5.453 -5.121 0.119 0.135
S -4.757 -4.309 -2.375 0.694
O -3.379 -4.427 -1.937 -0.317
O -5.146 -5.208 -3.455 -0.357
N -5.226 -2.888 -3.353 -0.243
S -4.704 -1.729 -2.399 0.540
O -4.401 -1.956 -0.987 -0.361
O -3.696 -0.954 -3.107 -0.338
C -6.218 -0.567 -2.288 -0.654
F -6.469 -0.079 -3.510 0.119
F -7.282 -1.308 -1.965 0.110
F -6.050 0.435 -1.417 0.118
C -0.354 1.080 -2.443 -0.641
F -1.535 0.696 -2.058 0.204
F -0.175 0.862 -3.725 0.207
F -0.158 2.365 -2.228 0.179
S 0.935 0.011 -1.480 0.803
O 1.438 -1.079 -2.252 -0.188
O 2.020 0.903 -1.016 -0.434
N 0.500 -0.135 0.232 -0.394
S -0.430 -1.498 0.202 0.635
O -1.001 -1.884 -1.045 -0.199
O 0.163 -2.436 1.106 -0.257
C -1.925 -0.845 1.195 -0.660
F -1.436 -0.447 2.378 0.121
F -2.482 0.159 0.539 0.153
F -2.804 -1.789 1.376 0.198
C 0.672 3.607 4.568 -0.672
F 1.799 4.251 4.736 0.185
F -0.037 3.637 5.656 0.230
F 0.044 4.140 3.544 0.194
S 1.029 1.771 4.185 0.800
O 0.925 0.941 5.342 -0.169
O 0.387 1.247 2.983 -0.436
N 2.478 1.722 3.228 -0.412
S 3.629 1.733 4.426 0.652
O 3.287 2.333 5.680 -0.230
O 4.312 0.462 4.478 -0.248
C 4.990 2.883 3.752 -0.650
F 5.293 2.439 2.519 0.113
F 4.653 4.164 3.726 0.164
F 6.044 2.786 4.532 0.188
C -1.336 -5.544 1.227 -0.079
C -0.596 -6.478 2.138 -0.330
O -1.387 -6.871 3.259 -0.075
H -2.208 -6.060 0.818 0.084
H -0.675 -5.248 0.411 0.069
H -1.783 -4.632 1.628 0.068
H 0.356 -6.055 2.491 0.094
H -0.320 -7.390 1.598 0.113
H -1.017 -7.687 3.604 0.078
C -1.218 4.336 0.351 -0.025
C -0.844 2.896 0.675 -0.231
O 0.611 2.720 0.648 -0.220
H -0.631 4.994 0.994 0.088
H -2.278 4.555 0.442 0.074
H -0.986 4.550 -0.696 0.076
H -1.304 2.160 0.020 0.095
H -1.303 2.658 1.637 0.095
H 0.948 3.422 0.052 0.075
C 5.121 3.951 -0.275 -0.036
C 4.502 2.561 -0.252 -0.236
O 3.248 2.608 0.489 -0.220
H 5.745 4.099 0.609 0.079
H 4.363 4.735 -0.185 0.082
H 5.737 4.129 -1.153 0.099
H 5.237 1.865 0.129 0.096
H 4.206 2.312 -1.269 0.110
H 3.149 3.529 0.760 0.099
C 2.409 -3.277 2.902 -0.053
C 2.771 -1.848 3.252 -0.227
O 1.804 -0.928 2.649 -0.216
H 1.411 -3.562 3.233 0.090
H 3.100 -3.946 3.419 0.099
H 2.505 -3.440 1.829 0.059
H 3.805 -1.631 3.009 0.100
H 2.710 -1.763 4.339 0.127
H 0.957 -1.319 2.923 0.103
C 1.121 4.652 -3.769 -0.042
C 2.234 4.085 -2.862 -0.267
O 1.892 4.210 -1.479 -0.126
H 0.224 4.716 -3.157 0.066
H 0.944 3.942 -4.575 0.076
H 1.342 5.632 -4.185 0.080
H 3.244 4.476 -3.029 0.118
H 2.392 3.012 -3.001 0.093
H 1.872 5.135 -1.205 0.110
C 2.790 -4.262 -3.036 -0.075
C 1.734 -4.288 -1.923 -0.291
O 2.228 -3.721 -0.707 -0.111
H 3.227 -3.257 -2.994 0.055
H 2.540 -4.598 -4.037 0.081
H 3.647 -4.871 -2.722 0.071
H 1.508 -5.341 -1.747 0.116
H 0.854 -3.781 -2.309 0.107
H 2.854 -4.344 -0.325 0.087
C 4.770 -0.650 -1.172 -0.051
C 4.057 -1.066 0.100 -0.194
O 3.861 -0.001 1.113 -0.206
H 5.132 -1.435 -1.834 0.099
H 5.621 0.000 -0.947 0.078
H 4.206 -0.032 -1.874 0.061
H 4.625 -1.832 0.627 0.137
H 3.099 -1.499 -0.190 0.086
H 4.701 0.006 1.590 0.123
C -5.153 3.501 0.797 -0.062
C -4.372 3.465 2.100 -0.304
O -3.640 2.251 2.195 -0.116
H -5.730 2.580 0.705 0.070
H -4.509 3.625 -0.073 0.067
H -5.890 4.309 0.806 0.079
H -4.964 3.661 2.997 0.116
H -3.573 4.212 2.112 0.086
H -4.215 1.485 2.362 0.039
C -7.127 -0.717 1.631 -0.064
C -5.689 -0.680 2.101 -0.289
O -5.465 0.323 3.122 -0.104
H -7.872 -1.061 2.355 0.079
H -7.196 -1.392 0.780 0.062
H -7.407 0.310 1.392 0.080
H -5.075 -0.386 1.247 0.087
H -5.309 -1.631 2.485 0.118
H -6.001 -0.022 3.846 0.097
C 2.622 0.808 -5.496 -0.089
C 2.603 -0.233 -6.625 -0.323
O 2.352 0.401 -7.856 -0.062
H 3.357 1.561 -5.797 0.072
H 2.880 0.497 -4.483 0.053
H 1.651 1.305 -5.517 0.061
H 1.875 -1.039 -6.523 0.118
H 3.570 -0.757 -6.640 0.109
H 3.085 1.006 -8.012 0.085
```

## Properties
Energy ... -7079.50190 Ha
HOMO-LUMO gap ... 5.0 eV
HOMO level ... -9.9 eV
Total charge ... +1
Relative energy (zero: lowest compared OMol25 entry of this formula, charge and spin) ... 0.000 eV

=====

2.
The following is a quantum chemistry calculation of a cluster of 2 separate species, C15H22BFN3O3 in total, from the Open Molecules 2025 dataset.

```
45
Properties=species:S:1:pos:R:3:lowdin_charge:R:1
C 3.305 -2.618 -0.382 0.069
C 2.224 -2.076 -1.126 -0.122
N 0.909 -1.672 -0.581 -0.004
C -0.008 -2.447 0.241 0.115
N -1.218 -1.692 0.535 -0.014
F -2.281 -2.074 1.244 0.131
C -1.029 -0.402 -0.144 0.076
B -2.073 0.840 -0.203 -0.455
O -2.680 1.489 0.922 0.112
O -2.451 1.307 -1.536 -0.026
C -3.359 0.297 -2.097 -0.229
C -3.873 0.656 -3.580 -0.066
C 0.345 -0.357 -0.864 0.028
C 0.899 0.897 -1.687 -0.114
O 1.844 0.569 -2.722 -0.191
C 3.216 0.876 -2.314 -0.232
C 4.229 0.014 -3.245 -0.082
H 3.565 -2.311 0.695 0.097
H 3.963 -3.399 -0.920 0.100
H 2.395 -1.885 -2.252 0.133
H 0.152 -3.530 0.602 0.184
H -3.645 1.529 0.686 0.141
H -4.306 0.256 -1.428 0.135
H -2.883 -0.742 -2.147 0.123
H -3.139 1.382 -4.091 0.095
H -4.886 1.180 -3.480 0.086
H -3.984 -0.296 -4.198 0.086
H 1.401 1.604 -0.917 0.157
H 0.021 1.469 -2.165 0.154
H 3.473 1.988 -2.346 0.136
H 3.351 0.451 -1.244 0.113
H 4.841 0.729 -3.899 0.082
H 4.991 -0.590 -2.618 0.084
H 3.672 -0.716 -3.943 0.088
N 0.403 -0.304 5.091 0.056
C 0.057 0.687 5.928 -0.141
C -0.834 1.698 5.600 -0.062
C -1.399 1.689 4.333 -0.064
C -1.057 0.676 3.448 -0.077
C -0.160 -0.290 3.873 -0.164
H 0.528 0.653 6.905 0.107
H -1.079 2.472 6.317 0.107
H -2.100 2.463 4.039 0.111
H -1.479 0.639 2.452 0.054
H 0.136 -1.104 3.218 0.083
```

## Properties
Energy ... -1099.00905 Ha
HOMO-LUMO gap ... 7.8 eV
HOMO level ... -11.9 eV
Total charge ... +1

=====

3.
The following is a quantum chemistry calculation of the ion C8H11NO3P with charge +1, from the Open Molecules 2025 dataset.

```
24
Properties=species:S:1:pos:R:3:lowdin_charge:R:1
C -2.936 2.148 0.031 -0.063
O -1.618 1.575 -0.050 -0.171
P -0.946 0.146 -0.110 0.729
O -2.038 -0.920 0.018 -0.183
C -2.030 -2.338 -0.116 -0.069
N 0.275 -0.085 -1.276 0.058
C 1.506 0.121 -0.630 -0.230
C 2.724 0.025 -1.319 0.027
C 3.843 0.253 -0.509 -0.063
C 3.722 0.465 0.825 -0.081
C 2.536 0.392 1.510 0.016
C 1.390 0.268 0.770 -0.219
O 0.069 0.152 1.133 -0.023
H -3.819 1.396 0.399 0.148
H -3.417 2.377 -0.956 0.100
H -3.003 3.058 0.586 0.081
H -1.885 -2.899 0.887 0.130
H -1.215 -2.714 -0.858 0.120
H -3.008 -2.723 -0.571 0.119
H 0.274 -0.085 -2.260 0.124
H 2.815 -0.057 -2.357 0.103
H 4.792 0.250 -0.946 0.101
H 4.635 0.672 1.367 0.124
H 2.601 0.707 2.518 0.121
```

## Properties
Energy ... -933.05336 Ha
HOMO-LUMO gap ... 9.4 eV
HOMO level ... -12.3 eV
SMILES ... COP1(OC)=[NH+]c2ccccc2O1
Total charge ... +1
Relative energy (zero: lowest compared OMol25 entry of this formula, charge and spin) ... 0.000 eV

=====

4.
The following is a quantum chemistry calculation of a structure of composition C39H46F3IrN8PSi2, from the Open Molecules 2025 dataset.

```
100
Properties=species:S:1:pos:R:3:lowdin_charge:R:1
Ir 0.206 0.417 -0.582 1.055
N -1.994 1.361 2.137 -0.099
P -1.777 0.695 0.581 0.877
C -3.024 1.621 -0.370 -0.364
C -4.340 1.734 0.083 -0.081
C -5.280 2.418 -0.674 -0.062
C -4.918 2.974 -1.896 -0.062
C -3.616 2.850 -2.359 -0.060
C -2.672 2.178 -1.594 -0.116
C -2.668 -0.882 0.749 -0.293
C -2.988 -1.646 -0.515 -0.227
C -3.962 -2.767 -0.285 -0.036
C -4.295 -3.198 0.951 -0.079
C -3.792 -2.547 2.111 -0.033
C -3.025 -1.369 1.969 -0.103
C -1.212 1.144 3.272 -0.416
C -1.417 1.917 4.421 -0.025
C -0.632 1.656 5.522 -0.057
C 0.319 0.639 5.462 -0.056
C 0.418 -0.076 4.286 -0.121
N -0.334 0.163 3.207 0.105
H -2.679 2.097 2.215 0.100
H -4.645 1.262 1.012 0.113
H -6.299 2.507 -0.317 0.111
H -5.655 3.503 -2.488 0.111
H -3.334 3.285 -3.310 0.111
H -1.642 2.110 -1.932 0.077
H -3.410 -0.964 -1.266 0.152
H -4.406 -3.230 -1.160 0.119
H -4.986 -4.025 1.064 0.112
H -4.066 -2.900 3.096 0.106
H -2.736 -0.823 2.859 0.097
H -2.163 2.703 4.432 0.118
H -0.756 2.241 6.425 0.116
H 0.953 0.405 6.305 0.107
H 1.134 -0.889 4.192 0.107
C 1.754 5.287 0.504 -0.195
Si 0.883 3.640 0.697 0.438
C 1.322 3.019 2.398 -0.149
C -0.878 4.213 0.590 -0.167
N 1.226 2.310 -0.450 -0.165
C 2.275 2.318 -1.310 -0.284
C 3.111 3.454 -1.563 -0.041
C 4.150 3.421 -2.436 -0.065
C 4.460 2.233 -3.146 -0.065
C 3.713 1.121 -2.946 -0.058
C 2.603 1.099 -2.038 -0.304
N 1.871 0.002 -1.776 -0.183
Si 2.369 -1.556 -2.514 0.438
C 1.360 -3.011 -1.927 -0.148
C 4.157 -1.912 -2.084 -0.160
C 2.137 -1.551 -4.358 -0.152
H 1.251 5.942 1.223 0.045
H 1.641 5.739 -0.485 0.044
H 2.814 5.274 0.768 0.042
H 0.496 3.170 3.101 0.023
H 2.185 3.573 2.780 0.040
H 1.570 1.955 2.399 0.018
H -0.995 5.017 1.326 0.047
H -1.628 3.468 0.805 -0.024
H -1.091 4.634 -0.398 0.047
H 2.911 4.374 -1.051 0.046
H 4.744 4.313 -2.588 0.112
H 5.291 2.211 -3.840 0.112
H 3.970 0.227 -3.492 0.064
H 1.009 -2.966 -0.895 0.012
H 2.000 -3.895 -2.017 0.051
H 0.504 -3.171 -2.589 0.022
H 4.495 -1.345 -1.213 0.030
H 4.842 -1.672 -2.901 0.039
H 4.273 -2.977 -1.865 0.037
H 1.083 -1.389 -4.604 0.019
H 2.410 -2.541 -4.741 0.051
H 2.724 -0.808 -4.899 0.034
N -1.967 -4.463 -1.854 0.209
C -1.900 -3.183 -2.219 -0.377
C -1.649 -2.151 -1.144 -0.222
N -0.908 -0.991 -1.659 -0.118
C -1.067 -0.737 -2.935 -0.174
C -1.721 -1.612 -3.819 -0.086
N -2.048 -2.880 -3.484 0.130
H -1.994 -4.730 -0.885 0.121
H -2.190 -5.150 -2.557 0.132
H -1.063 -2.615 -0.351 0.121
H -0.626 0.181 -3.307 0.113
H -1.891 -1.315 -4.846 0.114
F 4.546 -4.312 2.730 0.157
C 3.231 -4.345 2.959 -0.595
F 2.764 -5.522 2.520 0.157
F 3.040 -4.306 4.284 0.159
C 2.512 -3.206 2.279 -0.099
C 1.131 -3.132 2.366 0.020
C 0.485 -2.102 1.712 -0.159
N 1.130 -1.195 0.971 -0.011
C 2.462 -1.243 0.946 -0.126
C 3.197 -2.233 1.581 0.034
H 0.566 -3.856 2.941 0.136
H -0.588 -1.986 1.793 0.080
H 2.953 -0.459 0.384 0.099
H 4.277 -2.239 1.521 0.130
```

## Properties
Expectation value of S² ... 6.0745
Energy ... -3275.97598 Ha
HOMO-LUMO gap (alpha / beta) ... 6.9 / 6.1 eV
HOMO level (alpha / beta) ... -9.1 / -10.2 eV
Total charge ... +1
Relative energy (zero: lowest compared OMol25 entry of this formula, charge and spin) ... 0.000 eV
Multiplicity ... 5

=====

5.
The following is a quantum chemistry calculation of a cluster of 5 separate species, C29H32BF33NO7S in total, from the Open Molecules 2025 dataset.

```
104
Properties=species:S:1:pos:R:3:lowdin_charge:R:1
C -0.425 -0.333 -2.881 0.043
C 0.524 -1.050 -2.354 -0.064
B 1.618 -2.003 -1.606 -0.673
C 3.182 -1.692 -1.979 -0.196
C 3.434 -0.314 -2.784 -0.211
C 3.174 1.027 -1.929 -0.154
C 2.210 2.112 -2.627 -0.209
N 2.451 2.311 -4.101 -0.135
C 2.262 3.814 -4.307 -0.116
C 1.343 1.722 -4.923 -0.367
C 1.576 0.528 -5.999 -0.031
O 0.137 2.162 -4.858 -0.033
S 1.316 -2.041 0.274 0.834
O 1.620 -0.734 0.963 -0.372
O 2.161 -3.209 0.802 -0.399
F -0.334 -2.465 0.470 -0.284
H -1.404 0.185 -3.194 0.038
H 1.391 -3.120 -1.978 0.073
H 3.859 -1.705 -1.054 0.074
H 3.546 -2.545 -2.681 0.108
H 4.561 -0.307 -3.071 0.107
H 2.853 -0.385 -3.768 0.080
H 4.177 1.567 -1.720 0.109
H 2.764 0.720 -0.895 0.108
H 1.084 1.941 -2.389 0.122
H 2.458 3.132 -2.125 0.113
H 3.181 4.372 -3.907 0.095
H 1.319 4.114 -3.694 0.097
H 2.038 4.006 -5.417 0.094
H 2.699 0.391 -6.211 0.077
H 1.029 0.708 -6.986 0.079
H 1.226 -0.467 -5.514 0.085
C 5.119 -2.808 1.736 -0.036
C 6.295 -2.175 0.961 -0.423
C 7.593 -2.987 0.908 -0.293
F 8.086 -3.294 2.125 0.084
F 8.566 -2.281 0.272 0.084
F 6.510 -0.925 1.441 0.122
F 5.875 -2.004 -0.328 0.095
O 4.951 -2.430 3.117 0.047
C 5.773 -3.072 4.069 -0.495
C 6.835 -2.148 4.679 -0.276
F 7.558 -1.497 3.744 0.094
F 7.717 -2.851 5.432 0.086
F 6.293 -4.189 3.515 0.126
F 4.942 -3.504 5.052 0.126
H 4.206 -2.443 1.255 0.110
H 5.078 -3.894 1.609 0.149
H 7.447 -3.918 0.355 0.172
H 6.367 -1.391 5.315 0.175
C -5.067 2.343 -1.075 -0.042
C -4.794 3.846 -0.885 -0.426
C -5.663 4.791 -1.718 -0.302
F -5.582 4.561 -3.043 0.082
F -5.276 6.081 -1.532 0.090
F -3.474 4.082 -1.078 0.130
F -5.026 4.130 0.435 0.101
O -4.262 1.635 -2.026 0.046
C -4.641 1.775 -3.380 -0.483
C -3.651 2.605 -4.207 -0.268
F -3.362 3.792 -3.632 0.094
F -4.151 2.881 -5.437 0.093
F -5.909 2.251 -3.425 0.093
F -4.701 0.522 -3.886 0.149
H -4.822 1.868 -0.120 0.153
H -6.132 2.135 -1.220 0.143
H -6.709 4.716 -1.423 0.148
H -2.707 2.065 -4.333 0.161
C 4.880 -4.685 8.167 -0.036
C 6.372 -4.906 8.491 -0.427
C 6.755 -6.289 9.028 -0.294
F 6.087 -6.635 10.146 0.088
F 8.074 -6.321 9.349 0.090
F 6.789 -3.916 9.319 0.122
F 7.061 -4.721 7.324 0.100
O 4.052 -4.083 9.180 0.037
C 3.576 -4.924 10.212 -0.500
C 4.224 -4.643 11.575 -0.277
F 5.572 -4.625 11.517 0.091
F 3.887 -5.594 12.480 0.094
F 3.699 -6.210 9.820 0.128
F 2.244 -4.695 10.300 0.142
H 4.856 -3.959 7.349 0.132
H 4.413 -5.583 7.751 0.149
H 6.579 -7.061 8.275 0.174
H 3.901 -3.672 11.960 0.174
C -9.732 5.167 -3.871 -0.036
C -9.167 3.795 -3.450 -0.409
C -8.559 2.935 -4.570 -0.289
F -9.421 2.683 -5.575 0.093
F -8.179 1.724 -4.084 0.088
F -10.125 3.118 -2.770 0.127
F -8.175 4.044 -2.535 0.073
O -11.138 5.256 -4.165 0.033
C -11.561 4.828 -5.445 -0.499
C -12.369 3.523 -5.416 -0.278
F -11.746 2.541 -4.733 0.094
F -12.579 3.053 -6.668 0.098
F -10.488 4.771 -6.262 0.131
F -12.340 5.821 -5.935 0.141
H -9.609 5.821 -3.002 0.150
H -9.130 5.636 -4.655 0.147
H -7.672 3.412 -4.995 0.174
H -13.342 3.685 -4.941 0.175
```

## Properties
Energy ... -5424.20577 Ha
HOMO-LUMO gap ... 7.7 eV
HOMO level ... -6.1 eV
Total charge ... -1

=====

6.
The following is a quantum chemistry calculation of the molecule C10H12, from the Open Molecules 2025 dataset.

```
22
Properties=species:S:1:pos:R:3:lowdin_charge:R:1
C 1.512 2.114 0.827 -0.111
C 1.089 0.882 1.174 -0.023
C 2.176 1.139 -1.374 -0.099
C 1.859 -0.126 -1.069 -0.049
C 1.491 2.091 -0.569 0.065
C 0.903 -0.100 0.043 -0.229
C -0.350 -0.394 -0.240 -0.281
C -0.612 -0.936 -1.628 -0.032
C -1.703 -1.383 1.582 -0.083
C -1.543 -0.207 0.626 -0.235
H 1.492 2.892 1.467 0.069
H 0.497 0.795 2.115 0.128
H 2.677 1.710 -2.145 0.109
H 2.096 -1.031 -1.457 0.080
H -0.856 -0.131 -2.195 0.055
H -1.540 -1.626 -1.531 0.114
H 0.109 -1.550 -2.127 0.068
H -1.795 -2.152 0.955 0.022
H -2.725 -1.185 2.148 0.131
H -0.835 -1.431 2.106 0.037
H -1.379 0.787 1.209 0.128
H -2.560 -0.158 0.084 0.137
```

## Properties
Energy ... -387.98257 Ha
HOMO-LUMO gap (alpha / beta) ... 7.3 / 7.3 eV
HOMO level (alpha / beta) ... -7.2 / -7.5 eV
Relative energy (zero: lowest compared OMol25 entry of this formula, charge and spin) ... 6.079 eV

=====

Which of these has the highest energy?
C10H12